# 1
This record from the OMol25 dataset describes a cluster of 2 separate species, CH2BrFO in total in a non-equilibrium geometry. The level of theory is ωB97M-V with the def2-TZVPD basis set.

Each line ends with the natural charge from an NBO analysis.
Atoms and positions in Å:
C  0.5971  -0.2865  0.9774  0.07
O  -1.2778  0.0169  -1.7786  -0.60
F  1.5943  -1.2844  1.1516  -0.36
Br  -1.3694  1.4637  -2.4928  0.59
H  -0.3881  -0.5581  0.6494  0.16
H  0.8439  0.6483  1.4931  0.14

HOMO energy (spin up / spin down)   -10.26 / -8.73 eV
Multiplicity   1
Maximum force   3.62 eV/A
Energy above the lowest of the compared OMol25 structures with the same formula, charge and spin   5.706 eV
LUMO (spin up / spin down)   0.2 / -2.3 eV



# 2
This record from the OMol25 dataset describes the molecule C4H5NO2 in a non-equilibrium geometry. The level of theory is ωB97M-V with the def2-TZVPD basis set.

Each line ends with the natural charge from an NBO analysis.
Atoms and positions in Å:
C  0.8143  1.6060  -0.8441  -0.64
C  -0.0377  0.5398  -0.1649  0.09
C  -0.7242  0.4801  1.0124  0.01
O  -0.9987  -0.8385  1.2848  -0.42
C  -0.4761  -1.5154  0.2663  0.75
O  -0.6076  -2.8331  0.5029  -0.66
N  0.0686  -0.7761  -0.6603  -0.54
H  1.6637  1.1148  -1.3407  0.23
H  0.3332  2.2212  -1.6169  0.22
H  1.2423  2.2739  -0.0927  0.22
H  -1.1293  1.1286  1.7781  0.21
H  -0.1486  -3.4013  -0.1249  0.51

HOMO energy   -8.74 eV
Multiplicity   1
Maximum force   1.40 eV/A
Energy above the lowest of the compared OMol25 structures with the same formula, charge and spin   0.803 eV
LUMO   0.7 eV



# 3
This record from the OMol25 dataset describes a cluster of 2 separate species, C2HIN2OS in total in a non-equilibrium geometry. The level of theory is ωB97M-V with the def2-TZVPD basis set.

Each line ends with the natural charge from an NBO analysis.
Atoms and positions in Å:
C  0.3184  0.1703  -0.4016  -0.29
C  -1.0089  0.1913  -0.6376  0.54
N  1.5914  -2.0023  2.0900  -0.60
N  -0.6338  0.9968  0.4224  -0.63
O  -2.0560  -0.0936  -1.1719  -0.54
S  0.6587  -1.8965  1.0534  0.98
I  1.9221  0.6661  -1.7265  0.16
H  -0.7919  1.9679  0.3718  0.39

HOMO energy (spin up / spin down)   -8.34 / -8.27 eV
Multiplicity   1
Maximum force   5.09 eV/A
Energy above the lowest of the compared OMol25 structures with the same formula, charge and spin   5.627 eV
LUMO (spin up / spin down)   -1.7 / -1.8 eV



# 4
This record from the OMol25 dataset describes a cluster of 2 separate species, C9H14 in total. The level of theory is ωB97M-V with the def2-TZVPD basis set.

Each line ends with the natural charge from an NBO analysis.
Atoms and positions in Å:
C  -1.8430  1.6421  -0.7862  -0.63
C  1.9050  1.4685  1.2203  -0.22
C  1.0407  0.4088  1.3541  -0.21
C  1.6047  2.5760  0.4217  -0.21
C  -0.2326  0.5172  0.7831  -0.21
C  0.3863  2.6150  -0.2227  -0.20
C  -0.5478  1.5934  -0.0164  -0.03
H  2.8762  1.4413  1.7089  0.21
H  1.3456  -0.4140  1.9832  0.22
H  2.3923  3.3202  0.3657  0.21
H  -0.9573  -0.2947  0.8284  0.21
H  0.1120  3.4855  -0.8059  0.21
H  -2.5833  0.9603  -0.3732  0.21
H  -1.6757  1.3846  -1.8278  0.22
H  -2.3185  2.6216  -0.7474  0.22
C  -0.5742  -3.3131  0.0324  -0.61
C  0.2543  -2.5083  -0.9911  -0.62
H  -0.8624  -2.7233  0.9069  0.20
H  -1.5437  -3.5969  -0.3927  0.20
H  -0.0988  -4.2500  0.2954  0.21
H  1.0229  -3.1510  -1.4063  0.21
H  0.6887  -1.6252  -0.5333  0.21
H  -0.3914  -2.1580  -1.7969  0.20

HOMO energy   -9.08 eV
Multiplicity   1
Maximum force   0.98 eV/A
Energy above the lowest of the compared OMol25 structures with the same formula, charge and spin   0.316 eV
LUMO   1.0 eV